{
  "formula": "C16H19F6N4O2PS2W",
  "method": "ωB97M-V/def2-TZVPD",
  "elements": ["W", "C", "C", "C", "C", "C", "C", "C", "S", "O", "O", "N", "C", "C", "C", "C", "C", "N", "H", "H", "H", "H", "H", "H", "H", "H", "H", "H", "H", "S", "C", "N", "C", "C", "C", "N", "H", "H", "H", "H", "H", "H", "H", "H", "F", "P", "F", "F", "F", "F", "F"],
  "coordinates": [[1.007, 0.138, -0.282], [-0.131, 1.672, 7.405], [-0.435, 1.378, 5.987], [-1.404, 0.420, 5.637], [-1.675, 0.131, 4.318], [-0.959, 0.809, 3.331], [-0.007, 1.782, 3.634], [0.240, 2.061, 4.959], [-1.226, 0.340, 1.673], [-0.643, 1.293, 0.662], [-2.535, -0.129, 1.403], [-0.080, -0.811, 1.309], [-0.149, -2.052, 0.735], [-0.933, -3.151, 0.969], [-0.666, -4.301, 0.227], [0.375, -4.286, -0.707], [1.087, -3.136, -0.933], [0.837, -1.991, -0.241], [-0.452, 0.878, 8.076], [-0.653, 2.578, 7.735], [0.924, 1.905, 7.550], [-1.950, -0.092, 6.418], [-2.435, -0.595, 4.059], [0.505, 2.319, 2.847], [0.968, 2.817, 5.220], [-1.694, -3.124, 1.736], [-1.240, -5.202, 0.400], [0.617, -5.175, -1.274], [1.887, -3.090, -1.662], [-1.228, 0.145, -1.910], [-0.747, 0.504, -3.584], [-1.141, 1.633, -4.118], [-0.888, 1.965, -5.528], [-0.872, 0.680, -6.343], [0.117, -0.299, -5.729], [-0.111, -0.413, -4.280], [-1.655, 2.299, -3.555], [0.064, 2.495, -5.611], [-1.664, 2.649, -5.864], [-0.601, 0.883, -7.377], [-1.872, 0.243, -6.354], [1.147, 0.029, -5.889], [0.018, -1.285, -6.180], [0.221, -1.245, -3.818], [1.559, -0.447, -2.005], [3.556, 0.651, -0.624], [5.057, 0.470, -0.389], [1.055, 1.776, -1.146], [3.592, 1.027, -2.129], [1.780, 0.765, 1.301], [3.430, 2.090, -0.059]],
  "lowdin_charge": [1.85, -0.01, -0.20, 0.02, -0.03, -0.30, -0.04, 0.01, 0.73, -0.45, -0.20, -0.18, -0.37, 0.06, 0.06, 0.00, -0.06, -0.08, 0.10, 0.12, 0.10, 0.14, 0.13, 0.11, 0.14, 0.15, 0.15, 0.14, 0.14, 1.07, -0.62, 0.08, -0.10, -0.12, -0.10, 0.07, 0.17, 0.15, 0.15, 0.14, 0.14, 0.15, 0.15, 0.14, -0.48, 0.74, -0.03, -0.35, -0.10, -0.36, -0.11],
  "homo_ev": [-17.12, -17.11],
  "charge": 3,
  "homo_lumo_gap_ha": [0.16094, 0.12406],
  "de_lowest_kcal_mol": 84.63,
  "fmax_ev_per_a": 4.08,
  "multiplicity": 2,
  "e_tot_ha": -2793.7107
}



{
  "formula": "C16H19FO6",
  "method": "ωB97M-V/def2-TZVPD",
  "elements": ["C", "C", "C", "O", "C", "O", "C", "C", "O", "C", "O", "C", "O", "C", "C", "C", "C", "C", "C", "C", "F", "C", "O", "H", "H", "H", "H", "H", "H", "H", "H", "H", "H", "H", "H", "H", "H", "H", "H", "H", "H", "H"],
  "coordinates": [[-1.766, -2.995, -4.023], [-0.913, -1.828, -4.492], [-0.900, -1.668, -5.954], [-1.414, -0.602, -3.931], [-0.446, -0.063, -3.009], [-0.879, -0.303, -1.664], [0.005, -1.235, -1.030], [0.130, -0.987, 0.489], [-1.105, -1.461, 1.083], [0.237, 0.521, 0.859], [0.462, 0.646, 2.286], [0.417, 1.972, 2.703], [0.399, 2.925, 1.926], [0.511, 2.240, 4.164], [0.253, 3.520, 4.658], [0.412, 3.795, 6.007], [0.802, 2.787, 6.905], [1.046, 1.533, 6.434], [0.834, 1.251, 5.083], [1.299, -1.196, -1.836], [2.157, -0.246, -1.412], [0.815, -0.897, -3.214], [0.392, -2.043, -3.959], [-1.402, -3.906, -4.483], [-1.723, -3.097, -2.942], [-2.810, -2.825, -4.367], [-0.580, -2.633, -6.414], [-0.206, -0.911, -6.212], [-1.900, -1.411, -6.345], [-0.226, 1.030, -3.211], [-0.408, -2.257, -1.155], [0.990, -1.531, 0.879], [-1.795, -0.867, 0.753], [-0.680, 1.049, 0.528], [1.083, 1.010, 0.307], [0.021, 4.365, 4.020], [0.181, 4.785, 6.359], [0.984, 3.042, 7.948], [1.392, 0.782, 7.102], [0.991, 0.203, 4.755], [1.808, -2.158, -1.802], [1.527, -0.338, -3.795]],
  "lowdin_charge": [0.02, -0.60, 0.01, 0.02, -0.21, 0.00, -0.20, -0.24, -0.02, -0.11, 0.01, -0.38, 0.09, -0.14, -0.02, -0.07, -0.08, -0.09, -0.02, -0.24, 0.06, -0.18, 0.01, 0.09, 0.08, 0.11, 0.11, 0.08, 0.11, 0.19, 0.16, 0.16, 0.10, 0.14, 0.14, 0.12, 0.10, 0.11, 0.10, 0.13, 0.17, 0.16],
  "homo_ev": -9.59,
  "homo_lumo_gap_ha": 0.37213,
  "smiles": "CC1(C)O[C@H]2O[C@H]([C@H](O)COC(=O)c3ccccc3)[C@H](F)[C@H]2O1",
  "fmax_ev_per_a": 2.12,
  "e_tot_ha": -1172.3840
}



{
  "formula": "C16H19InN2O7S2",
  "method": "ωB97M-V/def2-TZVPD",
  "elements": ["In", "O", "C", "C", "N", "C", "C", "O", "O", "C", "C", "O", "O", "H", "H", "H", "H", "H", "H", "H", "H", "H", "O", "C", "O", "C", "C", "C", "C", "C", "C", "H", "H", "H", "H", "H", "S", "C", "N", "C", "C", "S", "H", "H", "H", "H", "H"],
  "coordinates": [[0.175, -1.282, -0.864], [1.139, 0.869, -1.043], [2.512, 1.039, -1.486], [2.982, -0.137, -2.332], [2.606, -1.431, -1.694], [2.456, -2.535, -2.699], [1.131, -2.425, -3.482], [1.118, -2.923, -4.591], [0.111, -1.862, -2.839], [3.367, -1.815, -0.442], [2.536, -2.190, 0.798], [3.217, -2.665, 1.726], [1.230, -2.144, 0.786], [0.992, 1.549, -0.403], [2.628, 1.917, -2.145], [3.140, 1.138, -0.564], [2.520, -0.068, -3.327], [4.104, -0.058, -2.405], [3.246, -2.531, -3.434], [2.516, -3.459, -2.134], [3.926, -2.668, -0.755], [4.117, -1.070, -0.172], [-1.494, 0.254, -0.233], [-2.227, -0.769, -0.062], [-1.797, -1.978, -0.247], [-3.634, -0.637, 0.422], [-4.383, -1.798, 0.657], [-5.748, -1.725, 1.015], [-6.332, -0.480, 1.223], [-5.567, 0.704, 1.016], [-4.260, 0.631, 0.588], [-3.876, -2.740, 0.426], [-6.351, -2.571, 1.235], [-7.403, -0.394, 1.491], [-5.985, 1.707, 1.221], [-3.637, 1.575, 0.454], [3.975, 1.892, 1.647], [2.417, 2.405, 2.138], [1.905, 3.642, 2.045], [0.456, 3.747, 2.071], [-0.124, 2.390, 2.527], [1.250, 1.274, 2.757], [2.494, 4.395, 1.802], [-0.034, 4.101, 1.134], [0.079, 4.496, 2.778], [-0.957, 2.045, 1.889], [-0.535, 2.585, 3.507]],
  "lowdin_charge": [1.10, -0.09, -0.19, -0.14, -0.19, -0.07, -0.57, 0.08, -0.10, -0.06, -0.57, 0.04, -0.08, 0.07, 0.14, 0.04, 0.14, 0.15, 0.13, 0.14, 0.12, 0.13, -0.02, -0.54, -0.03, -0.13, 0.00, -0.06, -0.07, -0.09, -0.03, 0.12, 0.09, 0.11, 0.11, 0.13, 0.56, -1.12, -0.05, -0.22, -0.43, 0.96, 0.12, 0.12, 0.11, 0.08, 0.07],
  "homo_ev": -8.95,
  "homo_lumo_gap_ha": 0.32209,
  "de_lowest_kcal_mol": 4.57,
  "fmax_ev_per_a": 2.53,
  "e_tot_ha": -2243.8800
}